Entry 1:
91
Properties=species:S:1:pos:R:3:lowdin_charge:R:1 method="wB97M-V/def2-TZVPD" homo_lumo_gap_ha=0.3000 total_energy_ha=-5078.90815
Zn -0.13745 -2.30932 0.15660 0.71
N -0.08928 -4.69932 0.33017 0.09
C -0.18539 -5.10803 -1.02925 -0.26
C -1.25351 -5.89724 -1.45280 -0.04
C -1.36733 -6.23429 -2.79347 -0.10
C -0.41744 -5.80562 -3.70920 -0.09
C 0.62647 -5.00453 -3.27971 -0.03
C 0.75501 -4.62196 -1.94454 -0.15
C 1.83376 -3.65253 -1.59140 -0.23
C 3.13601 -3.88990 -2.03255 -0.05
C 4.10245 -2.90934 -1.87711 -0.09
C 3.76776 -1.68717 -1.30632 -0.10
C 2.47754 -1.48647 -0.83453 -0.15
C 1.49240 -2.46261 -0.93354 -0.18
H -0.70361 -5.22192 0.95257 0.11
H 0.86256 -4.73210 0.68328 0.11
H -1.97276 -6.27095 -0.72416 0.11
H -2.18414 -6.86369 -3.11518 0.10
H -0.51295 -6.05657 -4.75531 0.10
H 1.33413 -4.60831 -4.00070 0.12
H 3.38644 -4.82924 -2.51979 0.11
H 5.12040 -3.08570 -2.20865 0.10
H 4.52411 -0.92638 -1.18117 0.09
H 2.25748 -0.55619 -0.30015 0.08
N 2.74640 3.05544 5.30740 0.11
C 2.60351 1.76813 4.80282 -0.32
C 1.88146 0.79040 5.49777 -0.04
C 1.77397 -0.49767 4.99538 -0.08
C 2.36021 -0.83057 3.78076 -0.30
C 3.11727 0.12347 3.09833 -0.06
C 3.24118 1.40440 3.60966 -0.04
S 1.99628 -2.35400 2.97734 0.55
O 1.64689 -3.31555 3.99303 -0.34
O 3.05573 -2.65086 2.06399 -0.28
N 0.69096 -1.96491 2.13525 -0.17
C -0.52924 -2.21004 2.64763 -0.76
S -1.01667 -2.49884 4.24924 1.06
C -2.65583 -2.61782 3.72989 -0.40
C -2.73698 -2.51373 2.38744 -0.23
N -1.52889 -2.28785 1.77242 -0.04
H 2.04677 3.37082 5.95356 0.09
H 3.01859 3.75844 4.64199 0.09
H 1.39110 1.05693 6.42744 0.11
H 1.20941 -1.22841 5.57064 0.10
H 3.57631 -0.11932 2.14963 0.11
H 3.83371 2.14172 3.08303 0.11
H -3.44587 -2.86147 4.42805 0.07
H -3.65610 -2.58965 1.82283 0.11
C -0.75695 4.38873 -4.34990 -0.05
C -1.31852 3.17193 -3.59838 -0.52
C -2.70741 2.90858 -4.18895 -0.05
C -0.39164 1.98335 -3.86908 -0.03
C -1.41563 3.48589 -2.08017 -0.43
O -2.02945 4.77578 -1.89059 -0.01
C -0.02467 3.48317 -1.41463 -0.11
C 0.06258 4.21537 -0.06576 -0.12
C -0.36221 3.39196 1.14177 -0.23
C 0.38717 2.27598 1.52980 -0.06
C -0.00256 1.47013 2.58771 -0.10
C -1.15518 1.81822 3.27636 -0.63
Cl -1.64947 0.84976 4.63469 0.70
C -1.90805 2.92718 2.94036 -0.10
C -1.51161 3.70462 1.86889 -0.05
C -2.42750 2.61106 -1.31731 -0.03
N -2.19711 1.17217 -1.35910 -0.08
C -1.40023 0.41561 -0.59033 -0.11
N -1.51338 -0.85910 -0.91789 0.05
C -2.44161 -0.82583 -1.92486 -0.17
N -2.89312 0.36682 -2.20839 0.12
H -0.53114 4.07266 -5.36810 0.09
H 0.17165 4.76511 -3.91897 0.08
H -1.47708 5.20933 -4.42446 0.09
H -2.65145 2.91677 -5.28553 0.09
H -3.39937 3.70565 -3.89246 0.09
H -3.10675 1.94151 -3.90368 0.06
H -0.48301 1.69793 -4.92810 0.10
H -0.63088 1.08503 -3.29324 0.07
H 0.65384 2.23652 -3.70337 0.09
H -1.49281 5.42669 -2.34693 0.09
H 0.67523 3.95706 -2.10831 0.11
H 0.33267 2.45723 -1.29873 0.11
H -0.52134 5.13554 -0.10024 0.11
H 1.10797 4.49656 0.07389 0.12
H 1.28540 2.00405 0.97339 0.13
H 0.56773 0.60346 2.88069 0.07
H -2.80431 3.15915 3.51426 0.11
H -2.11378 4.55298 1.56224 0.12
H -3.41521 2.77584 -1.74987 0.14
H -2.43045 2.95009 -0.28706 0.12
H -0.79094 0.80802 0.20672 0.11
H -2.76229 -1.69829 -2.46496 0.12

Entry 2:
87
Properties=species:S:1:pos:R:3:lowdin_spin:R:1 method="wB97M-V/def2-TZVPD" de_lowest_kj_mol=69.3 homo_lumo_gap_ha="0.2465 / 0.2183" multiplicity=2 total_energy_ha=-2716.49784 charge=+2
Re -0.31770 0.16620 -0.31850 0.12
N -0.75290 0.15400 1.85640 0.00
C -1.05070 -1.08780 2.53270 0.00
C -0.97740 -1.20710 3.91300 0.00
C -1.43460 -2.36210 4.52690 0.00
C -1.97850 -3.38830 3.77020 0.00
C -2.00850 -3.29460 2.39000 0.00
C -1.53040 -2.14510 1.76370 0.00
P -1.51620 -1.95070 -0.04300 0.00
C -0.84180 -3.53830 -0.61730 0.00
C 0.12150 -4.15790 0.18310 0.00
C 0.65040 -5.37920 -0.18560 0.00
C 0.24810 -5.98490 -1.36670 0.00
C -0.68330 -5.35850 -2.17870 0.00
C -1.23160 -4.14280 -1.80860 0.00
C -3.26340 -1.83140 -0.50940 0.00
C -4.23810 -1.71370 0.47920 0.00
C -5.57220 -1.67580 0.12040 0.00
C -5.94490 -1.75880 -1.21060 0.00
C -4.97380 -1.83390 -2.19710 0.00
C -3.63630 -1.84480 -1.85130 0.00
H -0.14260 0.73280 2.44220 0.00
H -1.67970 0.63350 1.85030 0.00
H -0.58660 -0.40190 4.51590 0.00
H -1.38830 -2.45340 5.60100 0.00
H -2.37450 -4.26660 4.25460 0.00
H -2.40910 -4.10120 1.79460 0.00
H 0.43160 -3.69560 1.10980 0.00
H 1.37250 -5.86480 0.45230 0.00
H 0.65280 -6.94430 -1.64700 0.00
H -0.99160 -5.82450 -3.10150 0.00
H -1.97600 -3.68450 -2.43860 0.00
H -3.97120 -1.64810 1.52170 0.00
H -6.31720 -1.57640 0.89330 0.00
H -6.99050 -1.75000 -1.47710 0.00
H -5.25870 -1.87530 -3.23670 0.00
H -2.87990 -1.84860 -2.62050 0.00
O 0.08740 2.46190 -0.01040 0.01
C -1.15000 2.59900 -0.01950 0.00
N -1.89020 1.52550 -0.33540 0.00
S -3.44060 1.70300 0.28720 0.00
O -4.44280 1.24900 -0.60850 0.00
O -3.34090 1.04790 1.57750 0.00
C -3.28450 3.46070 0.50130 0.00
C -4.22790 4.39500 0.84800 0.00
C -3.79000 5.70320 1.04800 0.00
C -2.44810 6.03520 0.90670 0.00
C -1.50130 5.08000 0.56210 0.00
C -1.93520 3.77680 0.35600 0.00
H -5.26680 4.11900 0.94650 0.00
H -4.51640 6.45790 1.30840 0.00
H -2.14030 7.05720 1.06580 0.00
H -0.46130 5.33780 0.44580 0.00
N 1.80380 -0.38440 0.25820 0.00
H 1.89990 -0.98440 1.07990 0.00
H 2.20270 0.53120 0.49140 0.00
H 2.39700 -0.77420 -0.47820 0.00
C -1.18990 2.93040 -3.29520 0.01
C -1.78000 1.74880 -4.06250 0.01
C -2.86400 1.01320 -3.27950 0.01
C -0.71700 0.78460 -4.52350 0.13
C -0.59990 0.56540 -5.88110 0.00
C 0.36970 -0.26220 -6.42090 0.19
C 1.27480 -0.86650 -5.56230 0.01
C 1.23130 -0.68530 -4.19720 0.12
C 2.34260 -1.28700 -3.37130 0.01
C 3.16550 -0.15990 -2.73930 0.01
C 1.82500 -2.32050 -2.37230 0.00
C 0.18510 0.11970 -3.60600 0.12
O 0.08690 0.26550 -2.32920 0.25
H -1.98580 3.55100 -2.88630 0.00
H -0.59200 3.55180 -3.96000 0.00
H -0.55060 2.58310 -2.48780 0.00
H -2.24800 2.16220 -4.96230 0.00
H -2.45970 0.58020 -2.36620 0.00
H -3.28870 0.21560 -3.88330 0.00
H -3.66160 1.69310 -2.99900 0.00
H -1.27690 1.07020 -6.55160 0.00
H 0.44090 -0.40570 -7.48760 0.01
H 2.05470 -1.48540 -5.97710 0.00
H 3.01480 -1.81560 -4.05430 0.00
H 2.53720 0.53750 -2.18790 0.00
H 3.66630 0.40120 -3.52490 0.00
H 3.94050 -0.56720 -2.09440 0.00
H 1.02290 -1.91590 -1.75630 0.00
H 2.63330 -2.67840 -1.74000 0.00
H 1.42820 -3.17680 -2.90870 0.00

Entry 3:
91
Properties=species:S:1:pos:R:3:lowdin_spin:R:1 method="wB97M-V/def2-TZVPD" homo_lumo_gap_ha="0.3034 / 0.2239" multiplicity=5 total_energy_ha=-3029.55841 charge=+2
Os 0.27713 -0.19986 -0.60986 2.93
C -0.62824 -4.06047 -2.79284 0.01
C -0.34903 -2.59952 -2.62940 0.02
O -0.51979 -2.11472 -1.49182 0.16
C 0.07185 -1.79298 -3.76577 0.03
C 0.10243 -2.36317 -5.05118 0.00
C 0.46129 -1.62240 -6.15404 0.03
C 0.81213 -0.28163 -5.99636 0.00
C 0.79809 0.31155 -4.74841 0.03
C 0.42933 -0.43560 -3.63800 0.01
O 0.43325 0.20444 -2.44704 0.29
H -0.79504 -4.51104 -1.81855 0.00
H 0.19566 -4.56010 -3.30096 0.00
H -1.52489 -4.20104 -3.40034 0.00
H -0.17059 -3.40033 -5.18034 0.00
H 0.47247 -2.07782 -7.13342 0.00
H 1.09980 0.30436 -6.85882 0.00
H 1.07027 1.34851 -4.60916 0.00
C -0.56456 0.77291 5.62897 0.00
C 0.17366 1.90774 4.98882 0.00
C 0.92155 2.76372 5.81279 0.00
C 1.67059 3.79569 5.29120 0.00
C 1.70055 4.00647 3.91322 0.00
C 0.93662 3.19997 3.07338 0.00
C 0.16107 2.17228 3.60037 0.00
P -0.70125 1.12704 2.42741 0.01
C -2.03398 0.02462 2.91345 0.00
C -1.91530 -1.34132 2.62560 0.00
C -2.98324 -2.19294 2.82980 0.00
C -4.17063 -1.68869 3.34611 0.00
C -4.27500 -0.34613 3.66039 0.00
C -3.22001 0.53946 3.45096 0.00
C -3.40966 1.97924 3.84669 0.00
C -1.49032 2.25207 1.21828 0.03
C -1.75625 3.58916 1.51307 0.00
C -2.25829 4.45682 0.55465 0.04
C -2.47990 4.00376 -0.73698 0.00
C -2.24989 2.67468 -1.04391 0.04
C -1.79630 1.77151 -0.07851 0.04
C -1.72765 0.33129 -0.46751 0.06
H -0.04184 0.45108 6.52901 0.00
H -0.68040 -0.08756 4.97357 0.00
H -1.56430 1.09082 5.94038 0.00
H 0.92111 2.58677 6.88103 0.00
H 2.24470 4.43378 5.94920 0.00
H 2.30485 4.80012 3.49549 0.00
H 0.96170 3.37488 2.00651 0.00
H -0.97568 -1.73774 2.26543 0.00
H -2.88462 -3.24637 2.60686 0.00
H -5.00978 -2.34795 3.52109 0.00
H -5.19304 0.03310 4.09140 0.00
H -3.90346 2.03581 4.81693 0.00
H -4.04325 2.49988 3.12672 0.00
H -2.47550 2.53304 3.93071 0.00
H -1.56600 3.97571 2.50444 0.00
H -2.46341 5.48560 0.81633 0.00
H -2.85119 4.67818 -1.49625 0.00
H -2.45812 2.30814 -2.04110 0.00
H -2.20557 0.13806 -1.42501 0.01
H -2.12052 -0.35561 0.28590 0.01
O 0.65268 -0.21613 2.62576 0.05
O 0.36556 0.50105 1.33982 0.07
C 3.65757 0.74771 6.60048 0.00
C 4.72927 -0.32681 6.51063 0.00
S 5.26758 -0.65272 4.85348 0.00
O 6.35113 -1.59365 4.89554 0.00
O 5.41115 0.59508 4.14048 0.00
C 3.88334 -1.47981 4.07525 0.00
C 4.37929 -1.91574 2.69976 0.00
N 3.26166 -2.07896 1.75602 0.01
C 2.90911 -1.13385 0.87469 0.03
N 1.82469 -1.51415 0.18929 0.07
C 1.45534 -2.75258 0.66695 0.01
C 2.34011 -3.09649 1.62778 0.00
N 2.32437 -4.30246 2.41862 0.00
O 1.45076 -5.09387 2.15137 0.00
O 3.20817 -4.44654 3.23646 0.00
C 3.61119 0.16290 0.70157 0.01
H 3.49768 1.01658 7.64394 0.00
H 2.70807 0.39573 6.19292 0.00
H 3.96160 1.63905 6.05447 0.00
H 4.40896 -1.28896 6.91214 0.00
H 5.65067 -0.04361 7.02321 0.00
H 3.08466 -0.74083 3.98945 0.00
H 3.56641 -2.33091 4.67430 0.00
H 4.95507 -2.83357 2.75608 0.00
H 5.00911 -1.13886 2.27291 0.00
H 0.61142 -3.30603 0.29684 0.00
H 4.62926 0.00999 0.34154 0.00
H 3.66296 0.71073 1.64390 0.00
H 3.08166 0.76877 -0.03270 0.01